(1)
The following is a DFT calculation (the ωB97M-V functional and the def2-TZVPD basis) of a structure of composition C26H48Cl3EuN5O3PSi.

Values from the calculation:
* energy above the lowest of the compared OMol25 structures with the same formula, charge and spin: 164.38 kcal per mole
* HOMO (alpha / beta): -3.47 / -5.18 eV
* HOMO-LUMO gap (alpha / beta): 3.64 / 5.36 eV

Structure (ORCA input):
```
! RIJCOSX wB97M-V def2-TZVPD def2/J DEFGRID3
* xyz 0 7
C 3.551 5.228 -0.519
C 3.589 3.728 -0.485
H 4.339 5.629 -1.175
H 3.706 5.623 0.499
H 2.589 5.570 -0.924
C 4.696 3.034 -0.160
C 6.007 3.707 0.085
H 4.680 1.936 -0.086
H 5.995 4.259 1.045
H 6.224 4.416 -0.739
H 6.826 2.974 0.109
Eu -1.014 -0.969 1.785
Cl -3.568 0.498 -0.169
Cl -3.053 -0.503 3.413
C -0.711 -2.950 -1.008
O -0.818 -3.331 0.196
N 0.372 -3.146 -1.795
C 1.389 -4.090 -1.410
C 0.450 -2.519 -3.107
H -1.496 -2.394 -1.534
H 1.342 -4.213 -0.323
H 2.363 -3.686 -1.712
H 1.205 -5.041 -1.933
H 0.013 -1.509 -3.102
H -0.078 -3.137 -3.855
H 1.500 -2.447 -3.409
H 3.055 2.194 3.231
H 4.840 0.384 1.756
C 3.120 1.275 3.833
C 4.427 -0.344 2.472
N 3.122 0.084 2.985
H 2.273 1.213 4.515
C 2.024 -0.645 2.753
O 0.870 -0.400 3.218
H 4.336 -1.315 1.973
H 2.155 -1.512 2.082
H 4.058 1.307 4.394
H 5.136 -0.441 3.304
O 1.473 3.198 0.478
C 2.239 3.071 -0.713
C 2.763 0.548 -0.334
C 2.438 1.615 -1.187
H 2.685 0.675 0.752
C 3.255 -0.642 -0.882
H 1.718 3.641 -1.510
C 2.409 1.404 -2.567
H 3.565 -1.450 -0.228
C 3.378 -0.796 -2.261
C 2.925 0.226 -3.097
H 2.057 2.224 -3.209
H 3.825 -1.687 -2.677
H 2.980 0.125 -4.175
Si 0.455 4.139 1.280
Cl -0.167 -0.501 -0.492
C 0.398 3.249 2.935
C -1.226 3.829 0.469
C 0.863 5.948 1.298
H 1.086 2.399 2.897
H -0.587 2.794 3.078
H 0.644 3.828 3.830
H 1.858 6.169 1.726
H 0.137 6.489 1.918
H 0.793 6.385 0.286
H -1.035 3.557 -0.580
H -1.941 4.665 0.457
H -1.677 2.944 0.937
C -6.711 -3.125 -0.789
N -5.400 -3.384 -1.445
C -4.607 -4.322 -0.619
N -4.454 -3.863 0.780
C -5.788 -3.617 1.384
N -6.587 -2.654 0.599
C -6.021 -1.289 0.668
P -4.365 -1.352 -0.110
C -4.669 -2.143 -1.726
C -3.593 -2.694 0.903
H -7.262 -4.078 -0.770
H -7.256 -2.375 -1.379
H -3.611 -4.442 -1.071
H -5.146 -5.285 -0.591
H -5.652 -3.232 2.405
H -6.325 -4.575 1.389
H -6.662 -0.588 0.103
H -5.918 -0.958 1.719
H -3.722 -2.360 -2.242
H -5.274 -1.470 -2.351
H -3.525 -2.366 1.961
H -2.591 -2.984 0.533
*
```



(2)
The following is a DFT calculation (the ωB97M-V functional and the def2-TZVPD basis) of a structure of composition C22H56CrFN4O7.

Values from the calculation:
* HOMO (alpha / beta): -9.64 / -9.64 eV
* HOMO-LUMO gap (alpha / beta): 6.46 / 6.43 eV

Structure (ORCA input):
```
! RIJCOSX wB97M-V def2-TZVPD def2/J DEFGRID3
* xyz 1 5
Cr -1.042 -0.681 -1.646
F -0.112 -0.168 0.123
C -3.035 -3.757 2.713
O -4.011 -2.883 2.070
C -3.347 -1.574 1.876
C -4.374 -0.425 1.682
N -5.494 -0.751 0.885
C -6.534 0.305 0.854
C -6.134 1.578 0.101
O -5.699 1.238 -1.192
C -5.253 2.258 -2.009
H -2.918 -3.397 3.735
H -2.094 -3.740 2.163
H -3.385 -4.784 2.616
H -2.579 -1.554 1.103
H -2.944 -1.499 2.886
H -3.840 0.396 1.203
H -4.674 0.050 2.616
H -5.873 -1.645 1.163
H -6.873 0.511 1.870
H -7.441 -0.156 0.464
H -5.301 2.027 0.641
H -6.951 2.297 0.042
H -4.232 2.515 -1.727
H -5.663 3.238 -1.765
H -5.205 2.023 -3.072
C -0.168 2.350 -1.680
O -0.788 1.226 -2.266
C -1.647 1.552 -3.406
C -1.454 0.349 -4.382
N -1.744 -0.841 -3.678
C -1.746 -1.918 -4.641
C -0.529 -2.151 -5.541
O 0.641 -2.300 -4.779
C 1.791 -2.858 -5.470
H 0.062 3.188 -2.338
H 0.468 2.428 -0.799
H -0.985 2.818 -1.131
H -1.379 2.352 -4.096
H -2.686 1.669 -3.100
H -0.524 0.361 -4.951
H -2.189 0.541 -5.164
H -2.740 -0.799 -3.520
H -2.501 -1.894 -5.427
H -2.001 -2.895 -4.228
H -0.289 -1.404 -6.298
H -0.694 -3.079 -6.089
H 1.506 -3.688 -6.115
H 2.330 -3.362 -4.667
H 2.297 -2.054 -6.005
C 4.980 2.497 8.922
O 4.660 1.109 8.596
C 3.573 1.073 7.627
C 4.054 1.552 6.211
N 4.432 0.416 5.418
C 4.724 0.534 3.953
C 3.464 0.518 3.071
O 2.632 -0.653 3.445
C 1.583 -0.852 2.503
H 4.868 3.070 8.001
H 5.876 2.668 9.519
H 4.221 2.703 9.676
H 2.798 1.719 8.040
H 3.171 0.065 7.728
H 4.848 2.294 6.296
H 3.263 2.001 5.612
H 5.069 -0.256 5.821
H 5.261 -0.375 3.683
H 5.297 1.386 3.586
H 3.744 0.549 2.018
H 2.863 1.415 3.222
H 0.966 -1.713 2.760
H 1.869 -0.791 1.453
H 0.951 0.032 2.592
C 3.230 -1.314 -1.355
C 2.146 -0.364 -1.831
C 2.624 0.367 -3.096
O 1.609 0.624 -4.043
C 1.981 1.457 -5.035
N 1.047 -1.265 -2.193
H 4.055 -0.881 -0.788
H 3.754 -1.845 -2.149
H 2.967 -1.970 -0.525
H 2.069 0.319 -0.986
H 3.433 -0.127 -3.633
H 3.063 1.338 -2.867
H 1.537 2.427 -4.810
H 1.591 1.100 -5.988
H 3.055 1.636 -5.086
H 1.239 -1.348 -3.181
H 1.408 -2.126 -1.808
*
```



(3)
The following is a DFT calculation (the ωB97M-V functional and the def2-TZVPD basis) of a structure of composition C5H38NO15.

Values from the calculation:
* energy above the lowest of the compared OMol25 structures with the same formula, charge and spin: 80.15 kcal per mole
* HOMO: -6.44 eV
* HOMO-LUMO gap: 9.04 eV

Structure (ORCA input):
```
! RIJCOSX wB97M-V def2-TZVPD def2/J DEFGRID3
* xyz -1 1
C 1.101 -1.598 1.079
O 2.297 -1.700 0.331
C 0.348 -0.306 0.707
C -1.036 -0.587 0.072
C -1.752 0.638 -0.459
C -4.034 1.401 -0.431
N -3.182 0.491 -0.571
H 0.575 -2.570 1.040
H 1.261 -1.560 2.151
H 0.972 0.219 -0.056
H 0.132 0.382 1.525
H -1.717 -1.101 0.817
H -0.944 -1.415 -0.698
H -1.310 0.790 -1.445
H -1.562 1.571 0.121
H -5.075 1.102 -0.470
H -3.843 2.420 -0.086
H 0.895 3.057 -2.595
H 0.966 1.487 -2.372
O 0.573 2.342 -2.044
H 3.405 2.289 0.967
H 3.755 1.656 -0.442
O 4.118 1.943 0.424
H 0.509 0.517 -4.228
H 1.270 -0.377 -3.007
O 1.278 0.467 -3.640
H -1.457 -1.064 -4.787
H -1.464 0.033 -3.697
O -1.312 -0.117 -4.639
H 1.909 -1.537 -0.875
H 2.230 -1.844 -2.669
O 1.595 -1.496 -2.038
H -1.056 -2.713 1.987
H -1.241 -3.118 3.450
O -1.721 -2.710 2.695
H 1.339 -3.935 -0.854
H 0.483 -2.865 -1.458
O 0.420 -3.791 -1.129
H -0.524 -1.043 3.654
H 0.370 0.128 3.969
O -0.350 -0.426 4.383
H 3.314 -1.038 1.640
H 4.159 0.120 1.303
O 3.890 -0.368 2.100
H -2.693 -2.268 -3.265
H -1.601 -3.243 -2.747
O -1.992 -2.870 -3.543
H -1.191 3.039 -2.574
H -1.252 3.708 -1.153
O -1.756 3.463 -1.929
H -1.588 0.799 4.011
H -1.844 1.357 2.655
O -1.641 1.682 3.540
H 2.687 0.202 2.842
H 1.700 1.474 2.968
O 1.857 0.593 3.322
H 0.043 2.452 1.326
H -0.420 2.746 2.789
O 0.104 3.095 2.037
*
```



(4)
The following is a DFT calculation (the ωB97M-V functional and the def2-TZVPD basis) of a structure of composition C12H40N14O14Zn.

Values from the calculation:
* energy above the lowest of the compared OMol25 structures with the same formula, charge and spin: 146.51 kcal per mole
* HOMO: -9.14 eV
* HOMO-LUMO gap: 4.89 eV

Structure (ORCA input):
```
! RIJCOSX wB97M-V def2-TZVPD def2/J DEFGRID3
* xyz 0 1
Zn -12.391 8.602 -9.089
C -12.843 10.106 -7.181
O -12.073 9.142 -7.184
O -13.630 10.005 -8.166
O -12.758 11.026 -6.374
C -10.751 6.255 -5.260
O -10.886 5.305 -4.514
N -11.642 6.852 -5.955
N -9.575 6.859 -5.424
H -11.553 7.730 -6.446
H -12.533 6.380 -6.017
H -9.555 7.817 -5.742
H -8.775 6.409 -5.002
C -16.529 9.662 -11.191
O -17.484 10.316 -11.058
N -15.448 9.895 -10.523
N -16.268 8.878 -12.235
H -14.564 9.509 -10.821
H -15.422 10.634 -9.835
H -17.036 8.723 -12.872
H -15.417 8.334 -12.243
C -16.648 11.411 -6.265
O -17.724 11.575 -5.857
N -16.301 10.494 -7.208
N -15.578 11.868 -5.715
H -15.315 10.326 -7.350
H -17.127 10.037 -7.567
H -14.615 11.625 -5.901
H -15.692 12.650 -5.087
C -9.428 7.403 -8.965
O -10.384 8.128 -9.292
N -8.326 7.888 -8.455
N -9.512 6.028 -8.977
H -7.591 7.205 -8.343
H -8.194 8.837 -8.134
H -8.845 5.487 -8.446
H -10.167 5.528 -9.561
C -10.546 13.226 -8.049
O -9.787 14.091 -8.434
N -11.198 13.312 -6.951
N -10.800 12.066 -8.549
H -11.711 12.500 -6.639
H -11.017 14.069 -6.307
H -10.534 11.822 -9.493
H -11.229 11.390 -7.934
C -8.869 10.057 -4.400
O -7.764 10.246 -3.995
N -9.168 10.020 -5.701
N -9.874 9.819 -3.602
H -10.132 9.828 -5.931
H -8.474 10.247 -6.399
H -9.722 9.424 -2.686
H -10.784 9.567 -3.962
C -14.511 14.638 -8.690
O -15.225 15.529 -9.165
N -13.230 14.781 -8.750
N -14.916 13.475 -8.188
H -12.630 14.025 -8.451
H -12.959 15.587 -9.294
H -14.141 12.907 -7.875
H -15.887 13.453 -7.911
C -14.785 8.288 -4.570
C -14.907 7.044 -3.613
O -13.651 6.581 -3.216
O -14.396 7.772 -5.895
H -14.004 8.911 -4.134
H -15.736 8.788 -4.755
H -15.327 6.158 -4.089
H -15.222 7.349 -2.615
H -13.190 6.562 -4.058
H -13.779 8.416 -6.249
C -12.103 13.816 -3.335
C -11.755 12.351 -3.412
O -12.907 11.524 -3.797
O -11.632 14.562 -4.470
H -11.580 14.478 -2.645
H -13.173 13.980 -3.209
H -11.441 12.013 -2.424
H -10.952 12.241 -4.141
H -12.920 11.441 -4.753
H -12.226 14.466 -5.218
*
```



(5)
The following is a DFT calculation (the ωB97M-V functional and the def2-TZVPD basis) of a structure of composition C37H51MnN4OP2.

Values from the calculation:
* energy above the lowest of the compared OMol25 structures with the same formula, charge and spin: 41.06 kcal per mole
* HOMO (alpha / beta): -8.47 / -9.08 eV
* HOMO-LUMO gap (alpha / beta): 4.54 / 5.18 eV

Structure (ORCA input):
```
! RIJCOSX wB97M-V def2-TZVPD def2/J DEFGRID3
* xyz 1 6
C 2.777 -0.916 0.487
C 2.240 0.144 -1.498
C 4.098 -1.111 0.103
C 3.587 0.150 -1.927
C 4.554 -0.495 -1.094
H 4.780 -1.715 0.676
H 3.821 0.441 -2.992
H 5.584 -0.566 -1.443
N 1.989 -0.014 -0.133
P 0.919 -0.818 2.515
P -0.356 0.913 -2.587
C 2.162 -1.808 1.524
H 1.608 -2.682 1.094
H 2.927 -2.253 2.181
C -1.883 0.700 0.883
O -2.806 0.201 0.245
C 1.195 -0.098 -2.567
H 1.672 -0.066 -3.543
C -1.321 0.278 -4.191
C -0.667 2.887 -2.182
C -0.162 -2.150 3.303
C 2.068 0.191 3.669
C -2.509 -0.557 -3.642
H -3.234 0.060 -3.066
H -3.041 -1.026 -4.504
H -2.135 -1.370 -2.983
C -1.835 1.396 -5.130
H -2.598 2.058 -4.686
H -0.977 1.979 -5.517
H -2.298 0.926 -6.026
C -0.435 -0.613 -5.110
H -1.110 -1.195 -5.796
H 0.244 0.019 -5.754
H 0.202 -1.349 -4.538
C -2.181 3.154 -2.215
H -2.696 2.534 -1.467
H -2.389 4.211 -1.958
H -2.660 2.961 -3.184
C -0.148 3.268 -0.785
H -0.780 2.830 0.006
H 0.906 2.971 -0.617
H -0.215 4.372 -0.671
C 0.151 3.640 -3.234
H -0.306 3.586 -4.245
H 0.229 4.723 -2.958
H 1.190 3.230 -3.271
C 1.370 0.529 5.000
H 2.046 1.181 5.584
H 0.426 1.078 4.860
H 1.178 -0.370 5.609
C 2.453 1.492 2.933
H 2.926 1.280 1.963
H 1.586 2.147 2.762
H 3.180 2.048 3.548
C 3.379 -0.557 3.987
H 3.948 0.047 4.714
H 3.212 -1.544 4.442
H 4.025 -0.669 3.106
C -0.763 -3.035 2.189
H -0.010 -3.681 1.719
H -1.527 -3.693 2.638
H -1.239 -2.441 1.393
C -1.312 -1.497 4.087
H -1.961 -0.906 3.423
H -1.918 -2.303 4.534
H -0.952 -0.853 4.902
C 0.680 -3.033 4.236
H 1.472 -3.573 3.697
H 1.138 -2.476 5.065
H 0.010 -3.786 4.679
Mn -0.004 0.188 0.527
N -0.476 -0.973 -0.797
C 0.136 -1.295 -1.909
C 0.130 -2.743 -2.291
C -1.026 -3.403 -1.829
C 1.115 -3.451 -3.020
C -1.220 -4.760 -2.103
H -1.809 -2.793 -1.317
C 0.890 -4.812 -3.313
H 2.002 -2.927 -3.421
C -0.270 -5.444 -2.857
H -2.159 -5.207 -1.765
H 1.584 -5.365 -3.959
H -0.487 -6.485 -3.121
N -5.175 5.618 1.148
C -4.331 4.865 1.500
C -3.318 3.925 1.972
C -2.490 4.256 3.059
C -1.564 3.338 3.496
C -1.401 2.144 2.851
N -2.197 1.827 1.765
C -3.229 2.672 1.399
H -2.646 5.217 3.569
H -0.921 3.560 4.374
H -0.690 1.355 3.132
H -3.953 2.287 0.671
*
```



(6)
The following is a DFT calculation (the ωB97M-V functional and the def2-TZVPD basis) of a structure of composition C18H18F6N3PdSb2.

Values from the calculation:
* energy above the lowest of the compared OMol25 structures with the same formula, charge and spin: 0.00 kcal per mole
* HOMO (alpha / beta): -22.17 / -22.13 eV
* HOMO-LUMO gap (alpha / beta): 8.45 / 4.89 eV

Structure (ORCA input):
```
! RIJCOSX wB97M-V def2-TZVPD def2/J DEFGRID3
* xyz 4 6
Pd 0.008 -0.300 -0.569
C -3.631 -0.645 -0.888
C -3.121 -0.854 0.453
C -3.984 -1.500 1.421
C -3.726 -1.413 2.781
C -2.609 -0.704 3.173
C -1.728 -0.199 2.152
N -1.902 -0.330 0.869
Sb -0.027 1.119 2.482
C -0.045 2.453 0.801
C -0.075 3.800 1.060
C -0.054 4.644 -0.063
C -0.004 4.083 -1.318
C 0.025 2.690 -1.494
C 0.063 2.076 -2.853
N 0.011 1.882 -0.413
C 1.705 -0.136 2.056
C 2.649 -0.552 3.059
C 3.768 -1.262 2.673
C 3.954 -1.466 1.314
C 3.016 -0.944 0.341
C 3.409 -0.954 -1.053
N 1.839 -0.355 0.775
H -3.837 -1.632 -1.344
H -2.992 -0.055 -1.534
H -4.641 -0.202 -0.819
H -4.871 -2.004 1.048
H -4.393 -1.859 3.511
H -2.384 -0.555 4.223
H -0.115 4.206 2.063
H -0.077 5.720 0.065
H 0.014 4.716 -2.197
H 0.057 2.848 -3.618
H -0.801 1.430 -3.025
H 0.963 1.474 -2.990
H 2.472 -0.328 4.105
H 4.485 -1.623 3.402
H 4.829 -1.988 0.938
H 3.593 -2.003 -1.359
H 4.418 -0.510 -1.142
H 2.716 -0.484 -1.738
F 0.724 -0.889 -2.610
Sb 0.165 -2.806 -2.512
F -1.301 -1.828 -1.542
F 0.927 -2.466 -0.705
F -0.514 -4.370 -1.834
F 1.841 -3.302 -3.095
F -0.818 -2.622 -4.050
*
```



Number 1: total energy -115396.1076 eV. Number 2: total energy -75140.5439 eV. Number 3: total energy -38006.1156 eV. Number 4: total energy -111038.5935 eV. Number 5: total energy -97090.4472 eV. Number 6: total energy -56239.9672 eV.